1.
Entry from the OMol25 dataset: C9H14O as an isolated structure at a distorted geometry (wB97M-V/def2-TZVPD).

XYZ file:
```
24
Properties=species:S:1:pos:R:3:forces:R:3
C 0.03168 1.68534 -1.14850 0.159 0.047 0.113
C -2.81382 -0.30923 -0.37198 -0.045 0.135 -0.236
C 2.56018 0.54210 0.08218 0.254 0.062 -0.297
C 1.33335 -1.56288 0.82006 -0.254 -0.111 -0.156
C -0.07057 -0.81448 -1.35230 -0.783 -0.600 -0.160
C 0.10525 0.30580 -0.53320 -2.709 -0.848 0.142
C -1.58820 -0.01228 0.40718 1.761 0.888 -0.237
C 1.27034 -0.23433 0.11787 0.593 -0.001 0.551
C -1.37908 0.21270 1.68330 0.130 -0.058 -0.031
O -0.42003 -1.84362 -1.77663 1.071 0.589 -0.001
H -0.93381 1.83929 -1.63178 0.021 -0.017 0.156
H 0.80762 1.84461 -1.90056 0.039 -0.093 0.102
H 0.17201 2.41948 -0.35444 -0.085 0.014 -0.045
H -2.79524 0.18869 -1.34948 0.010 -0.065 0.075
H -3.71511 0.03081 0.15097 0.161 -0.041 0.006
H -2.91526 -1.38177 -0.56097 0.052 0.075 0.009
H 3.18440 0.28765 -0.78703 0.093 0.097 0.084
H 3.17651 0.34995 0.96709 -0.157 -0.203 -0.022
H 2.41498 1.62357 0.07829 -0.105 0.021 -0.170
H 1.88809 -2.31695 0.23966 -0.008 0.029 0.049
H 1.85112 -1.46701 1.77842 -0.020 -0.012 0.048
H 0.34730 -1.99648 1.00854 0.012 0.110 0.027
H -0.33851 0.33785 2.00954 -0.261 0.122 0.023
H -2.17318 0.27122 2.42380 0.069 -0.141 -0.027
```
Forces are in eV/Å.

For the energy above the lowest of the compared OMol25 structures with the same formula, charge and spin, the calculation gives 120.7 kcal/mol. For the energy, the calculation gives -11602.401 eV. The molar mass comes out at 138.21 Da. The frontier orbital gap comes out at 6.54 eV. The value obtained for the LUMO energy is 0.37 eV. For the highest occupied orbital energy, the calculation gives -6.17 eV.

Per-atom Mulliken charges, elementary charge units: -1.731 -1.298 -1.538 -1.770 0.102 1.738 0.771 0.304 -1.011 -0.435 0.387 0.393 0.389 0.274 0.422 0.237 0.248 0.413 0.347 0.343 0.477 0.358 0.217 0.363

2.
Entry from the OMol25 dataset: a 2-piece molecular cluster, C5H8NPS overall at a distorted geometry (wB97M-V/def2-TZVPD).

XYZ file:
```
16
Properties=species:S:1:pos:R:3:forces:R:3
C 2.62839 -1.08094 0.97713 2.346 1.763 -0.194
C 3.34849 -0.16951 0.16677 -2.080 -2.112 1.513
C 1.03178 -0.45696 -0.43273 -0.125 1.055 -0.271
C -1.28979 1.37882 -0.59671 2.267 -3.300 3.227
C -0.36446 -0.50038 -0.95654 0.133 3.091 1.511
N 1.35318 -1.11669 0.62574 -1.336 -1.783 0.590
P -1.03934 -1.88284 -0.04797 0.785 -2.562 -1.528
S 2.35180 0.45364 -1.04146 -0.077 0.290 -0.353
H 3.02938 -1.63843 1.87643 -0.609 0.854 -1.292
H 4.21554 0.28478 0.47052 2.297 0.711 0.078
H -2.32400 1.13089 -0.56226 -0.642 -0.118 -0.191
H -0.92431 1.85283 0.42691 -0.543 -1.429 -2.201
H -0.94097 1.89975 -1.40446 0.553 1.421 -2.011
H -0.32298 -0.77728 -1.98099 -0.424 0.563 -1.217
H -2.30778 -1.64972 -0.38701 -2.217 0.260 -0.672
H -1.15949 -1.23502 1.06733 -0.328 1.292 3.009
```
Forces are in eV/Å.

For the energy above the lowest of the compared OMol25 structures with the same formula, charge and spin, the calculation gives 63.9 kcal/mol. For the energy, the calculation gives -26925.221 eV. The molar mass comes out at 145.17 Da. The frontier orbital gap comes out at 9.00 eV. The value obtained for the LUMO energy is 0.49 eV. For the highest occupied orbital energy, the calculation gives -8.51 eV.

Per-atom Mulliken charges, elementary charge units: -0.384 -0.323 0.407 -0.825 -0.445 -0.383 -0.068 -0.153 0.335 0.479 0.337 0.231 0.377 0.445 -0.019 -0.011

3.
Entry from the OMol25 dataset: C28H17CaF6I2N4O7P as an isolated structure (wB97M-V/def2-TZVPD).

XYZ file:
```
66
Properties=species:S:1:pos:R:3:forces:R:3
Ca -1.51509 1.06531 -0.28077 -0.044 0.089 -0.306
I -3.19491 -0.58426 -5.13079 -0.002 -0.002 0.003
C -4.19541 0.70094 -3.83651 0.033 0.036 0.019
C -5.45066 1.20595 -4.20105 0.004 0.008 -0.009
C -6.13912 2.05955 -3.38339 0.000 -0.006 0.007
I -7.99987 2.76981 -4.02123 -0.003 -0.001 0.001
C -5.59045 2.44404 -2.13371 0.019 0.005 0.006
C -6.21123 3.31405 -1.21096 0.003 0.000 0.005
C -5.59694 3.61744 -0.02972 0.000 0.007 0.000
C -4.34549 3.04688 0.24820 0.003 -0.001 -0.024
N -3.73456 2.23561 -0.58332 0.065 -0.024 0.076
C -4.32496 1.92621 -1.77004 -0.006 -0.002 -0.001
C -3.57079 1.03324 -2.63504 -0.009 -0.050 0.023
O -2.42138 0.60347 -2.26924 0.025 0.008 0.126
H -5.87302 0.91193 -5.15253 -0.001 0.000 0.006
H -7.17704 3.73760 -1.45290 -0.002 -0.002 0.002
H -6.05522 4.28426 0.68733 0.002 -0.007 -0.005
H -3.83538 3.27099 1.17892 -0.005 -0.007 0.000
N 2.13564 -0.52221 1.13738 0.017 -0.056 0.000
C 2.87983 -1.48619 0.33040 -0.017 0.028 0.041
C 2.35327 -2.30735 -0.63949 -0.011 0.011 0.000
C 3.25691 -3.10592 -1.33020 -0.020 -0.009 -0.017
C 4.61914 -3.05201 -1.04820 0.024 0.004 -0.001
C 5.12204 -2.20888 -0.06704 0.014 -0.004 -0.005
C 4.23136 -1.41614 0.63890 0.013 0.014 -0.008
C 4.39702 -0.42941 1.70961 0.039 -0.033 -0.005
C 5.50446 0.05937 2.38704 -0.003 -0.038 -0.007
C 5.30678 1.03314 3.35579 -0.012 0.014 0.016
C 4.03342 1.51550 3.65038 0.052 0.014 0.016
C 2.91710 1.03578 2.97725 -0.025 -0.023 -0.077
C 3.14193 0.07469 2.01707 -0.069 0.053 0.076
H 1.36017 -0.95012 1.65984 0.004 0.020 -0.011
H 1.67899 0.21984 0.45679 -0.089 -0.009 -0.007
H 1.29263 -2.32319 -0.85390 0.001 0.001 -0.003
H 2.89545 -3.76835 -2.10536 0.002 0.003 0.008
H 5.30017 -3.67318 -1.61534 -0.001 0.002 0.007
H 6.18445 -2.15722 0.12996 -0.002 -0.001 -0.006
H 6.50105 -0.28757 2.14625 -0.004 -0.002 0.005
H 6.15931 1.44986 3.87528 -0.002 0.004 -0.005
H 3.91521 2.30270 4.38358 0.002 -0.006 -0.006
H 1.92774 1.42854 3.17304 0.006 -0.010 0.009
F -1.60328 0.39153 2.03079 0.035 0.113 -0.017
P -1.69922 -1.27663 2.00958 0.249 -0.028 -0.001
F -3.09835 -1.12605 1.24238 -0.031 0.016 -0.037
F -0.93420 -1.17208 0.52062 -0.013 0.008 0.032
F -2.38621 -1.26531 3.43054 -0.044 0.001 0.013
F -0.21757 -1.31264 2.68892 -0.037 0.015 -0.068
F -1.72076 -2.85367 1.89111 -0.014 -0.003 -0.005
O -0.11636 3.01712 -0.07700 -0.032 -0.105 0.009
C 0.92014 2.32982 -0.13894 -0.031 0.046 0.075
O 0.84846 1.06964 -0.43944 -0.024 -0.103 0.084
C 2.26942 2.85268 0.21034 -0.018 0.039 -0.022
C 2.36964 3.85848 1.15053 -0.008 0.004 -0.022
C 3.64653 4.22413 1.64151 -0.033 -0.004 -0.016
C 4.79627 3.59988 1.12187 0.032 -0.031 -0.035
C 4.64295 2.62314 0.17305 0.024 0.012 0.001
C 3.39675 2.20500 -0.31041 -0.016 -0.034 -0.032
N 5.84468 1.92809 -0.30122 0.044 0.040 -0.008
O 5.69056 0.99914 -1.08136 0.015 0.050 0.085
O 6.93556 2.28698 0.11076 -0.105 -0.055 -0.038
N 3.77048 5.11874 2.69022 0.028 -0.032 0.060
O 4.91994 5.36580 3.14913 -0.027 0.001 -0.026
O 2.72439 5.62706 3.17107 -0.007 0.011 -0.006
H 1.48870 4.33400 1.55306 0.004 -0.002 0.006
H 5.76770 3.87047 1.50183 0.003 0.003 0.004
H 3.31823 1.42235 -1.04874 0.004 0.008 0.015
```
Forces are in eV/Å.

As for the expectation value of S²: 0.780. Its net charge is -1. For the energy above the lowest of the compared OMol25 structures with the same formula, charge and spin, the calculation gives 0.7 kcal/mol. For the energy, the calculation gives -109848.076 eV. The molar mass comes out at 960.31 Da. The frontier orbital gap (spin up / spin down) comes out at 4.74 / 7.45 eV. The spin multiplicity is 2. The value obtained for the LUMO energy (spin up / spin down) is 1.68 / 1.68 eV. For the highest occupied orbital energy (spin up / spin down), the calculation gives -3.06 / -5.77 eV.

Per-atom Mulliken charges, elementary charge units: 1.892 0.023 -0.693 -0.384 -0.344 0.028 0.876 -0.590 -0.900 -0.289 -0.411 -0.022 1.040 -0.946 0.325 0.179 0.384 0.466 1.125 0.430 -0.408 -0.684 -0.813 -0.086 -0.206 -0.219 -0.009 -0.928 -0.562 -0.503 0.351 0.493 -0.311 0.502 0.412 0.380 0.471 0.438 0.402 0.354 0.455 -0.426 1.356 -0.352 -0.443 -0.344 -0.477 -0.357 -0.894 1.308 -1.068 0.421 -1.119 -0.453 -0.335 -0.120 -0.513 1.262 -0.679 -0.688 1.036 -0.765 -0.773 0.551 0.589 0.563

4.
Entry from the OMol25 dataset: C16H20N2O2S as an isolated structure at a distorted geometry (wB97M-V/def2-TZVPD).

XYZ file:
```
41
Properties=species:S:1:pos:R:3:forces:R:3
C 2.55981 3.13159 -2.01516 5.260 -3.381 2.761
H 1.79178 3.71572 -2.21802 -3.963 2.556 -0.420
C 2.09614 1.52929 -1.99636 1.771 6.559 -3.653
H 2.98911 0.97274 -1.92735 0.688 -1.023 0.916
H 1.84192 1.48890 -3.13017 -0.752 -0.666 2.181
C 1.10475 1.58323 -0.94645 -1.367 -2.201 0.894
N 0.52068 0.31553 -0.96744 12.380 -6.950 4.431
C -0.52409 -0.23400 -1.20278 -8.688 0.090 -3.150
O -1.39050 0.62192 -1.48049 -2.824 -0.257 -0.554
C -0.91901 -1.68446 -1.33808 7.657 2.548 9.399
C -1.65761 -2.16350 -2.18822 -4.581 1.154 -7.771
C -1.78597 -3.47436 -2.40587 -7.108 4.131 -11.868
C -1.35374 -4.36836 -1.73786 3.866 -7.853 11.260
C -0.89693 -3.96671 -0.37281 2.292 3.053 -3.091
C -0.43878 -2.60796 -0.28971 -2.777 -1.456 -0.403
S 0.15823 -1.95961 1.22440 2.937 -2.218 -0.533
C -1.00804 -0.83225 1.76585 9.752 0.596 13.607
C -0.48604 0.55248 2.12077 1.548 -2.061 1.713
C 0.75580 0.68177 2.78655 -8.769 7.024 -5.471
O 0.72607 2.22652 2.80208 8.554 -5.424 3.899
N -0.18821 2.71144 2.22093 -9.562 3.594 -3.084
C -1.18326 1.83256 1.96864 6.202 -1.818 -0.689
C -2.45067 1.92097 1.30635 1.077 -0.292 -1.717
H -2.50744 1.70372 0.23391 0.662 -1.081 0.175
H -2.96153 1.22799 1.89403 -2.457 -0.367 0.607
H -2.62969 2.92028 1.21027 -1.896 2.864 0.946
C 1.90530 0.12656 3.15916 1.703 -5.482 6.000
H 2.04413 -0.94488 2.86936 0.608 1.340 -0.723
H 2.69057 0.80124 3.36492 1.213 0.362 -0.389
H 1.54574 -0.23105 4.28956 1.356 0.785 -1.612
H -1.28331 -1.41621 2.96439 0.025 1.915 -3.511
H -1.68825 -0.86648 1.23313 -12.227 -0.299 -8.786
H -0.57677 -4.64571 0.36069 -0.033 -0.927 0.964
H -1.64174 -5.37370 -1.78391 0.080 -1.460 -0.767
H -2.40229 -3.77276 -3.46197 1.684 0.840 2.906
H -2.01548 -1.52421 -2.97836 -0.408 0.417 0.016
H 1.42587 -0.69919 -0.67450 -3.019 3.939 -0.914
H 1.32319 1.79587 0.08510 1.538 0.059 0.442
H 0.23568 2.14037 -0.98538 -1.450 2.334 -1.520
H 3.04521 3.44633 -0.87028 -1.193 -0.767 -3.606
H 3.22936 3.31837 -2.88891 0.221 -0.176 1.116
```
Forces are in eV/Å.

For the energy above the lowest of the compared OMol25 structures with the same formula, charge and spin, the calculation gives 383.4 kcal/mol. For the energy, the calculation gives -34812.159 eV. The molar mass comes out at 304.42 Da. The frontier orbital gap comes out at 8.61 eV. The value obtained for the LUMO energy is 0.38 eV. For the highest occupied orbital energy, the calculation gives -8.23 eV.

Per-atom Mulliken charges, elementary charge units: -1.280 0.457 -0.229 0.420 0.245 -1.119 0.056 0.159 -0.805 0.050 0.203 -0.254 -0.755 -0.616 0.124 -0.248 -1.765 1.914 0.058 -0.155 -0.486 0.251 -1.762 0.148 0.472 0.547 -1.483 0.259 0.407 0.279 0.195 1.429 0.476 0.420 0.113 0.451 0.375 0.323 0.507 0.238 0.380

The lowest molar mass belongs to which entry? C9H14O